A molecular structure, C9H21ClIIrO3P2 at a distorted geometry, computed with wB97M-V/def2-TZVPD.

CARTESIAN COORDINATES (ANGSTROEM)
C  -2.012  -1.108  -4.631
C  -0.886  -1.057  -3.661
H  -1.506  -1.437  -5.536
H  -2.524  -0.145  -4.934
H  -2.705  -1.895  -4.307
O  0.303  -0.759  -3.837
I  -1.139  -3.189  -2.093
Ir  -0.510  -0.780  -1.371
P  -0.179  1.524  -1.679
C  1.543  2.027  -1.548
C  -0.716  2.032  -3.320
H  -1.948  2.358  -0.317
H  -0.815  3.615  -0.776
H  -0.396  2.451  0.470
C  -0.907  2.568  -0.483
H  -1.797  1.903  -3.437
H  -0.449  3.078  -3.500
H  1.658  3.009  -1.998
H  2.267  1.356  -1.998
H  -0.237  1.403  -4.081
H  1.783  2.104  -0.492
C  1.278  -1.157  -1.496
O  2.402  -1.444  -1.525
Cl  -2.715  -0.170  -0.913
C  -1.770  -2.730  2.696
P  -0.498  -1.614  2.148
C  -0.892  0.017  2.567
C  0.987  -2.148  3.001
O  -0.376  -1.702  0.641
H  -1.860  -2.729  3.783
H  -1.573  -3.741  2.346
H  -2.710  -2.408  2.249
H  -0.837  0.115  3.668
H  -0.171  0.669  2.064
H  -1.889  0.214  2.150
H  1.140  -3.227  2.865
H  1.837  -1.618  2.570
H  0.948  -1.926  4.083

* E_HOMO (spin up / spin down): -0.5147 / -0.6159 Eh
* charge: +2
* ⟨S²⟩: 6.0180
* orbital gap (spin up / spin down): 6.89 / 5.94 eV
* multiplicity: 5
* electronic energy: -57838.6171 eV